No. 1
ORCA calculation (ωB97M-V with the def2-TZVPD basis set) on C18H22MgO11S3 as an isolated structure.

Structure (XYZ):
```
55
Properties=species:S:1:pos:R:3:lowdin_charge:R:1
S -25.63 21.01 -8.89 0.82
S -18.22 27.38 -11.24 0.81
S -18.80 23.72 -5.23 0.86
Mg -21.63 24.49 -9.16 1.02
O -19.94 23.94 -6.20 -0.63
O -24.46 21.97 -9.10 -0.57
O -20.93 22.14 -11.52 -0.09
O -29.11 25.72 -5.47 -0.03
O -24.04 26.89 -7.12 -0.09
O -28.33 26.03 -8.32 0.04
O -22.67 21.89 -16.54 -0.07
O -19.09 26.42 -10.41 -0.62
O -24.95 26.99 -4.13 -0.12
O -20.07 20.52 -15.80 -0.12
O -22.17 24.23 -12.61 -0.11
C -17.24 24.36 -6.11 -0.24
C -25.74 26.87 -5.18 -0.37
C -22.10 23.17 -13.33 -0.34
C -22.06 21.92 -15.42 -0.37
C -21.14 22.10 -12.75 -0.37
C -27.06 26.63 -4.88 -0.02
C -17.27 26.44 -12.57 -0.24
C -27.55 26.30 -7.43 -0.29
C -18.95 25.32 -4.48 -0.32
C -20.46 21.15 -13.62 -0.02
C -25.23 26.65 -6.60 -0.34
C -26.05 26.48 -7.64 0.04
C -24.97 19.38 -8.56 -0.30
C -19.21 28.51 -12.34 -0.25
C -26.32 20.42 -10.47 -0.26
C -20.86 21.10 -14.93 -0.37
C -22.63 22.95 -14.68 -0.01
C -28.06 26.26 -5.89 -0.33
H -26.68 21.26 -11.07 0.05
H -16.84 25.51 -12.20 0.05
H -18.27 25.56 -3.66 0.05
H -17.28 25.36 -6.53 0.06
H -24.20 19.20 -9.31 0.06
H -18.08 26.04 -13.19 0.05
H -17.17 23.62 -6.90 0.04
H -27.20 19.80 -10.31 0.05
H -25.74 26.51 -8.67 0.11
H -25.49 19.89 -10.94 0.05
H -19.85 27.90 -12.98 0.06
H -27.34 26.60 -3.84 0.10
H -24.48 19.38 -7.59 0.05
H -23.46 23.58 -14.99 0.09
H -19.85 29.01 -11.61 0.04
H -19.61 20.57 -13.30 0.09
H -16.59 27.04 -13.16 0.04
H -25.68 18.56 -8.60 0.05
H -18.92 26.10 -5.25 0.06
H -18.62 29.26 -12.86 0.05
H -19.91 25.47 -3.99 0.06
H -16.39 24.19 -5.45 0.04
```

Output
DFT total energy (eV): -79484.61753
Charge: -2
Orbital gap (eV): 2.29
Max |F| (hartree/bohr): 0.1222

=====

No. 2
ORCA calculation (ωB97M-V with the def2-TZVPD basis set) on one molecule with the formula C18H22N2O2.

Structure (XYZ):
```
44
Properties=species:S:1:pos:R:3:lowdin_charge:R:1
O -0.03 -1.48 -0.81 -0.03
O 2.60 -2.46 0.64 -0.03
N -2.54 0.64 2.40 0.14
N 2.51 0.11 -2.00 -0.03
C -1.73 2.67 -1.08 -0.10
C -1.59 0.77 0.34 -0.09
C -1.89 -0.56 2.18 -0.19
C 2.41 1.56 -2.12 -0.47
C 3.70 2.31 -1.76 -0.06
C -2.49 3.33 -0.12 -0.10
C -2.37 1.45 1.31 -0.19
C -1.04 -2.73 2.53 -0.08
C 1.99 1.88 -3.56 -0.07
C -1.29 -0.52 0.91 -0.03
C -0.54 -1.61 0.44 -0.21
C -1.78 -1.67 3.01 -0.03
C -1.27 1.38 -0.86 -0.02
C 2.40 -1.92 -0.64 -0.34
C -2.83 2.74 1.08 -0.02
C -0.43 -2.71 1.28 -0.04
C 2.59 -0.40 -0.65 -0.18
C 1.03 -2.30 -1.25 -0.13
H 3.30 -0.22 -2.55 0.12
H -2.84 4.34 -0.33 0.10
H 1.61 1.88 -1.44 0.12
H 1.80 2.95 -3.66 0.07
H -3.06 0.87 3.23 0.16
H 1.79 0.06 -0.07 0.13
H -0.68 0.86 -1.60 0.10
H 1.96 -2.05 1.25 0.08
H 1.07 -2.13 -2.33 0.13
H -3.42 3.26 1.81 0.11
H -0.93 -3.62 3.14 0.10
H -2.24 -1.69 3.98 0.10
H 3.17 -2.40 -1.26 0.15
H 1.09 1.33 -3.81 0.07
H 0.83 -3.37 -1.06 0.13
H 0.13 -3.58 0.97 0.11
H 3.55 -0.19 -0.14 0.12
H 3.56 3.38 -1.87 0.07
H 3.98 2.11 -0.73 0.07
H 4.52 1.99 -2.41 0.08
H -1.49 3.17 -2.01 0.10
H 2.78 1.60 -4.25 0.07
```

Output
DFT total energy (eV): -26098.77845
Charge: 0
Orbital gap (eV): 8.62
Relative energy (zero: lowest compared OMol25 entry of this formula, charge and spin) (kcal/mol): 36.26
Structure (SMILES): CC(C)NC[C@@H](O)COc1cccc2[nH]c3ccccc3c12
Max |F| (hartree/bohr): 0.0160

=====

No. 3
ORCA calculation (ωB97M-V with the def2-TZVPD basis set) on one molecule with the formula C18H22N2O4.

Structure (XYZ):
```
46
Properties=species:S:1:pos:R:3:lowdin_charge:R:1
O -3.82 -1.56 0.41 0.00
O 6.28 -0.97 0.54 -0.09
O -1.00 -0.67 2.03 0.06
O -2.49 -0.70 -1.17 0.13
N 1.61 -0.26 1.46 0.14
N -1.62 1.32 1.19 -0.03
C -3.80 0.77 0.25 -0.18
C 2.54 0.59 -0.38 -0.17
C 2.78 -0.18 0.78 -0.19
C 4.03 -0.69 1.08 0.06
C -3.00 1.07 1.54 -0.09
C -3.28 -0.56 -0.28 -0.47
C -3.33 -2.88 0.14 -0.21
C 3.60 0.83 -1.26 -0.02
C -2.18 2.28 -0.97 -0.16
C 4.84 0.32 -0.97 -0.03
C 5.07 -0.44 0.19 -0.27
C 1.17 0.95 -0.37 0.03
C 7.38 -0.77 -0.31 -0.10
C -1.47 2.50 0.36 -0.14
C -3.64 1.92 -0.74 -0.14
C -4.00 -3.49 -1.08 -0.06
C 0.63 0.43 0.78 -0.14
C -0.73 0.32 1.35 -0.38
H -3.04 0.22 2.22 0.13
H 0.67 1.49 -1.15 0.11
H -4.11 1.65 -1.69 0.12
H 4.22 -1.28 1.97 0.12
H -5.08 -3.50 -0.94 0.08
H -2.10 3.18 -1.59 0.12
H 3.45 1.41 -2.16 0.11
H 7.21 -1.20 -1.31 0.09
H -3.54 -3.45 1.04 0.13
H -3.41 1.96 2.03 0.14
H -0.41 2.72 0.23 0.11
H 1.41 -0.80 2.29 0.16
H -2.24 -2.82 -0.01 0.12
H 7.62 0.29 -0.42 0.09
H -1.94 3.34 0.89 0.13
H -4.85 0.63 0.52 0.15
H -4.17 2.79 -0.34 0.12
H 5.66 0.51 -1.65 0.10
H -3.76 -2.91 -1.97 0.07
H 8.21 -1.28 0.16 0.09
H -3.65 -4.51 -1.21 0.08
H -1.70 1.45 -1.50 0.10
```

Output
DFT total energy (eV): -30194.29866
Charge: 0
Orbital gap (eV): 8.43
Relative energy (zero: lowest compared OMol25 entry of this formula, charge and spin) (kcal/mol): 28.39
Structure (SMILES): CCOC(=O)[C@@H]1CCCN(C(=O)c2cc3ccc(OC)cc3[nH]2)C1
Max |F| (hartree/bohr): 0.0125